No. 1
9 unconnected molecules or ions with the total composition C52H67N8O4P, computed with ωB97M-V with the def2-TZVPD basis set.

The geometry in ORCA input format:
```
! RIJCOSX wB97M-V def2-TZVPD def2/J DEFGRID3
* xyz 0 1
C 5.41 -0.40 2.51
O 4.76 0.84 2.67
C 3.68 1.14 1.79
C 3.61 0.34 0.50
C 2.50 0.88 -0.42
C 1.07 0.78 0.21
P -0.13 -0.02 -0.95
C 0.87 -1.68 -1.00
C -0.08 -2.88 -0.91
C -0.50 -3.16 0.52
O 0.27 -4.24 1.03
C -0.08 -4.54 2.37
C -1.30 1.53 -0.99
O -2.68 1.15 -1.23
C -3.38 0.67 -0.17
C -3.34 1.45 1.12
O -4.05 -0.32 -0.29
H 6.01 -0.44 1.59
H 6.11 -0.49 3.34
H 4.74 -1.26 2.56
H 3.79 2.19 1.52
H 2.75 1.06 2.36
H 3.43 -0.72 0.67
H 4.56 0.46 -0.04
H 2.54 0.37 -1.38
H 2.71 1.93 -0.60
H 0.76 1.77 0.52
H 1.13 0.13 1.08
H -1.28 -0.79 -0.58
H 0.11 0.17 -2.33
H 1.47 -1.74 -1.92
H 1.55 -1.76 -0.15
H -0.96 -2.74 -1.54
H 0.42 -3.79 -1.28
H -0.31 -2.28 1.16
H -1.58 -3.38 0.61
H 0.55 -5.36 2.69
H -1.14 -4.84 2.42
H 0.07 -3.67 3.02
H -1.25 2.18 -0.11
H -1.02 2.14 -1.85
H -4.33 1.49 1.56
H -2.93 2.45 0.98
H -2.68 0.92 1.81
C 9.63 0.21 6.23
C 8.27 0.45 6.31
C 7.40 -0.59 6.00
N 7.81 -1.80 5.64
C 9.12 -2.02 5.57
C 10.07 -1.05 5.85
H 10.34 1.00 6.46
H 7.89 1.42 6.59
H 6.33 -0.44 6.05
H 9.43 -3.01 5.26
H 11.12 -1.28 5.78
C -7.56 3.01 -0.74
C -7.20 2.17 0.30
C -7.48 2.57 1.60
N -8.08 3.72 1.91
C -8.42 4.52 0.90
C -8.18 4.21 -0.44
H -7.36 2.74 -1.76
H -6.71 1.22 0.11
H -7.22 1.94 2.44
H -8.91 5.45 1.17
H -8.49 4.90 -1.22
C -12.64 3.63 -3.57
C -11.72 3.27 -2.60
C -11.61 4.06 -1.47
N -12.34 5.17 -1.27
C -13.21 5.50 -2.22
C -13.40 4.77 -3.38
H -12.76 3.03 -4.47
H -11.11 2.39 -2.71
H -10.92 3.81 -0.68
H -13.79 6.40 -2.03
H -14.13 5.09 -4.11
C -7.00 -1.22 -2.90
C -6.87 -1.42 -1.54
C -7.73 -2.30 -0.91
N -8.69 -2.98 -1.55
C -8.81 -2.78 -2.86
C -7.99 -1.92 -3.58
H -6.34 -0.54 -3.43
H -6.10 -0.90 -0.97
H -7.66 -2.49 0.15
H -9.59 -3.34 -3.35
H -8.13 -1.80 -4.65
C -0.58 0.67 -7.48
C 0.72 0.54 -7.02
C 0.92 0.26 -5.67
N -0.08 0.12 -4.80
C -1.32 0.25 -5.26
C -1.62 0.52 -6.59
H -0.78 0.88 -8.52
H 1.57 0.64 -7.68
H 1.92 0.15 -5.27
H -2.11 0.13 -4.52
H -2.65 0.62 -6.92
C 8.48 2.57 10.68
C 8.83 3.34 9.58
C 9.98 3.00 8.89
N 10.77 1.98 9.22
C 10.42 1.26 10.28
C 9.29 1.51 11.04
H 7.59 2.80 11.25
H 8.23 4.18 9.27
H 10.29 3.57 8.02
H 11.08 0.43 10.52
H 9.05 0.88 11.89
C -4.70 0.15 -11.77
C -4.30 1.44 -11.46
C -3.81 1.68 -10.18
N -3.71 0.75 -9.24
C -4.10 -0.49 -9.56
C -4.60 -0.84 -10.80
H -5.09 -0.09 -12.76
H -4.36 2.23 -12.18
H -3.49 2.68 -9.90
H -4.01 -1.23 -8.77
H -4.90 -1.86 -11.00
C 11.55 -6.96 2.90
C 10.99 -5.87 2.25
C 10.91 -4.67 2.94
N 11.33 -4.51 4.19
C 11.86 -5.57 4.80
C 11.99 -6.81 4.20
H 11.63 -7.92 2.40
H 10.63 -5.94 1.23
H 10.48 -3.79 2.47
H 12.19 -5.41 5.82
H 12.43 -7.63 4.75
*
```

Its electronic energy is -84405.190 eV. The SMILES is COCCCC[PH2](CCCOC)COC(C)=O.c1ccncc1.c1ccncc1.c1ccncc1.c1ccncc1.c1ccncc1.c1ccncc1.c1ccncc1.c1ccncc1. The HOMO-LUMO gap is 8.47 eV.

These are the Löwdin partial charges, in e, on atoms 1 to 99:
1. C -0.12
2. O -0.18
3. C -0.23
4. C -0.20
5. C -0.24
6. C -0.30
7. P 0.88
8. C -0.33
9. C -0.24
10. C -0.27
11. O -0.19
12. C -0.11
13. C -0.31
14. O -0.08
15. C -0.55
16. C 0.02
17. O 0.07
18. H 0.09
19. H 0.07
20. H 0.09
21. H 0.13
22. H 0.12
23. H 0.10
24. H 0.12
25. H 0.09
26. H 0.11
27. H 0.08
28. H 0.08
29. H 0.04
30. H 0.02
31. H 0.07
32. H 0.06
33. H 0.10
34. H 0.11
35. H 0.11
36. H 0.12
37. H 0.09
38. H 0.09
39. H 0.08
40. H 0.06
41. H 0.09
42. H 0.08
43. H 0.08
44. H 0.10
45. C -0.08
46. C -0.07
47. C -0.17
48. N 0.05
49. C -0.16
50. C -0.07
51. H 0.09
52. H 0.10
53. H 0.10
54. H 0.08
55. H 0.10
56. C -0.07
57. C -0.07
58. C -0.16
59. N 0.06
60. C -0.16
61. C -0.09
62. H 0.11
63. H 0.08
64. H 0.10
65. H 0.11
66. H 0.10
67. C -0.08
68. C -0.07
69. C -0.16
70. N 0.06
71. C -0.16
72. C -0.08
73. H 0.10
74. H 0.10
75. H 0.09
76. H 0.10
77. H 0.10
78. C -0.08
79. C -0.07
80. C -0.15
81. N 0.05
82. C -0.17
83. C -0.08
84. H 0.10
85. H 0.06
86. H 0.10
87. H 0.10
88. H 0.10
89. C -0.08
90. C -0.07
91. C -0.16
92. N 0.04
93. C -0.15
94. C -0.07
95. H 0.10
96. H 0.10
97. H 0.10
98. H 0.10
99. H 0.08

***

No. 2
12 unconnected molecules or ions with the total composition C52H68N12O4, computed with ωB97M-V with the def2-TZVPD basis set.

The geometry in ORCA input format:
```
! RIJCOSX wB97M-V def2-TZVPD def2/J DEFGRID3
* xyz 0 1
C -3.29 4.63 3.85
N -2.45 5.20 2.87
C -1.23 4.74 2.58
C -0.41 5.47 1.48
O -0.70 3.84 3.19
H -3.21 5.14 4.80
H -2.94 3.59 4.05
H -4.36 4.69 3.58
H -2.95 5.71 2.12
H -0.97 6.41 1.16
H -0.32 4.80 0.62
H 0.52 5.92 1.83
C -1.65 -5.33 3.58
N -2.74 -5.10 2.59
C -3.77 -4.21 2.80
C -4.77 -4.14 1.73
O -3.81 -3.54 3.77
H -0.88 -5.92 3.09
H -1.98 -6.03 4.42
H -1.19 -4.37 3.88
H -2.91 -5.84 1.91
H -5.70 -3.74 2.02
H -4.93 -5.11 1.29
H -4.34 -3.48 0.89
C -3.93 3.34 0.54
N -3.60 4.19 -0.57
C -3.67 5.51 -0.43
C -3.22 6.45 -1.49
O -3.94 6.00 0.73
H -3.20 3.17 1.28
H -4.28 2.34 0.21
H -4.81 3.67 1.14
H -3.28 3.75 -1.46
H -3.71 7.43 -1.48
H -3.48 6.18 -2.51
H -2.14 6.57 -1.37
C -3.59 -0.82 0.20
N -2.80 -1.49 1.28
C -1.56 -2.06 0.96
C -0.69 -2.26 2.18
O -1.30 -2.48 -0.15
H -3.12 0.09 -0.23
H -4.55 -0.61 0.62
H -3.73 -1.55 -0.63
H -2.92 -1.01 2.20
H 0.18 -2.87 1.92
H -1.30 -2.67 2.92
H -0.26 -1.34 2.55
C 6.54 2.84 0.39
C 5.51 1.87 0.33
C 5.10 1.51 -0.98
N 5.73 1.95 -2.10
C 6.75 2.76 -1.98
C 7.22 3.19 -0.75
H 6.91 3.15 1.36
H 4.86 1.60 1.15
H 4.19 0.95 -1.11
H 7.24 3.07 -2.87
H 8.09 3.88 -0.72
C 3.56 -2.30 -3.36
C 2.93 -3.20 -4.15
C 3.00 -3.08 -5.55
N 3.57 -2.00 -6.08
C 4.29 -1.19 -5.29
C 4.22 -1.23 -3.93
H 3.40 -2.48 -2.32
H 2.30 -4.00 -3.69
H 2.48 -3.72 -6.25
H 4.82 -0.35 -5.75
H 4.58 -0.43 -3.24
C 3.26 2.25 3.35
C 2.61 3.44 2.98
C 3.35 4.63 2.85
N 4.60 4.74 3.17
C 5.20 3.65 3.70
C 4.61 2.37 3.76
H 2.77 1.29 3.27
H 1.55 3.48 2.74
H 2.89 5.56 2.47
H 6.23 3.77 4.08
H 5.19 1.50 4.07
C 0.28 -6.74 -0.70
C 1.38 -7.23 -1.39
C 2.53 -6.40 -1.47
N 2.57 -5.18 -0.93
C 1.43 -4.71 -0.43
C 0.31 -5.46 -0.25
H -0.64 -7.33 -0.62
H 1.37 -8.24 -1.89
H 3.47 -6.76 -1.90
H 1.46 -3.69 -0.13
H -0.58 -5.10 0.26
C -0.67 1.43 -4.91
C -1.95 1.04 -4.59
C -2.73 1.84 -3.75
N -2.28 2.95 -3.21
C -1.00 3.29 -3.53
C -0.20 2.62 -4.41
H -0.08 0.75 -5.52
H -2.38 0.16 -5.05
H -3.72 1.52 -3.51
H -0.60 4.24 -3.18
H 0.75 2.93 -4.57
C -0.40 -4.79 -3.83
C -0.51 -4.73 -5.25
C -1.18 -3.67 -5.79
N -1.73 -2.67 -5.12
C -1.59 -2.66 -3.84
C -0.95 -3.71 -3.13
H -0.06 -5.74 -3.35
H -0.19 -5.50 -5.96
H -1.50 -3.67 -6.84
H -2.05 -1.86 -3.23
H -1.06 -3.66 -2.07
C -0.01 0.36 5.67
C -0.52 -0.91 5.85
C -1.70 -1.23 5.12
N -2.27 -0.43 4.22
C -1.64 0.76 3.93
C -0.60 1.22 4.71
H 0.83 0.74 6.22
H -0.12 -1.74 6.45
H -2.29 -2.18 5.27
H -2.13 1.41 3.12
H -0.21 2.23 4.62
C -0.66 0.46 -1.02
C 0.44 -0.29 -1.35
C 1.56 -0.38 -0.54
N 1.66 0.29 0.61
C 0.57 1.02 0.94
C -0.60 1.13 0.25
H -1.57 0.48 -1.55
H 0.44 -0.81 -2.23
H 2.36 -1.07 -0.71
H 0.65 1.53 1.86
H -1.38 1.83 0.52
*
```

As for the energy relative to the best compared isomer or geometry (same formula, charge and spin): 0.0 kJ/mol. Its electronic energy is -81096.890 eV. The SMILES is CNC(C)=O.CNC(C)=O.CNC(C)=O.CNC(C)=O.c1ccncc1.c1ccncc1.c1ccncc1.c1ccncc1.c1ccncc1.c1ccncc1.c1ccncc1.c1ccncc1. The HOMO-LUMO gap is 9.70 eV.

These are the Löwdin partial charges, in e, on atoms 1 to 99:
1. C -0.08
2. N 0.00
3. C -0.55
4. C 0.02
5. O 0.00
6. H 0.08
7. H 0.09
8. H 0.09
9. H 0.09
10. H 0.09
11. H 0.08
12. H 0.06
13. C -0.06
14. N 0.01
15. C -0.62
16. C 0.00
17. O 0.08
18. H 0.06
19. H 0.10
20. H 0.06
21. H 0.12
22. H 0.07
23. H 0.07
24. H 0.10
25. C -0.08
26. N 0.05
27. C -0.49
28. C 0.00
29. O -0.06
30. H 0.03
31. H 0.09
32. H 0.11
33. H 0.11
34. H 0.09
35. H 0.08
36. H 0.09
37. C -0.07
38. N 0.03
39. C -0.50
40. C 0.01
41. O 0.03
42. H 0.04
43. H 0.07
44. H 0.09
45. H 0.10
46. H 0.09
47. H 0.01
48. H 0.07
49. C -0.08
50. C -0.03
51. C -0.12
52. N 0.04
53. C -0.18
54. C -0.09
55. H 0.09
56. H 0.08
57. H 0.07
58. H 0.09
59. H 0.12
60. C -0.10
61. C -0.08
62. C -0.14
63. N 0.05
64. C -0.16
65. C -0.07
66. H 0.08
67. H 0.09
68. H 0.09
69. H 0.10
70. H 0.10
71. C -0.08
72. C -0.06
73. C -0.17
74. N 0.05
75. C -0.16
76. C -0.09
77. H 0.09
78. H 0.06
79. H 0.11
80. H 0.10
81. H 0.11
82. C -0.10
83. C -0.08
84. C -0.14
85. N 0.07
86. C -0.16
87. C -0.10
88. H 0.11
89. H 0.12
90. H 0.10
91. H 0.09
92. H 0.09
93. C -0.06
94. C -0.07
95. C -0.16
96. N 0.05
97. C -0.13
98. C -0.06
99. H 0.12

***

No. 3
A molecular structure, C52H71IN8OPSc, computed with ωB97M-V with the def2-TZVPD basis set.

The geometry in ORCA input format:
```
! RIJCOSX wB97M-V def2-TZVPD def2/J DEFGRID3
* xyz 2 1
Sc -0.10 -0.83 -0.06
C -3.66 -5.47 0.32
N -2.58 -4.78 -0.38
C -1.73 -5.73 -1.09
C -2.37 -3.45 -0.17
N -1.18 -2.86 -0.10
C -0.06 -3.72 0.04
C -0.03 -4.64 1.06
C 1.01 -5.59 1.17
C 2.01 -5.59 0.25
C 2.06 -4.62 -0.78
C 3.16 -4.63 -1.67
C 3.28 -3.66 -2.63
C 2.29 -2.67 -2.74
C 1.17 -2.66 -1.94
N 0.26 -1.57 -2.13
C -0.25 -1.42 -3.36
N -0.57 -2.47 -4.13
C -0.95 -3.74 -3.56
C -0.45 -2.45 -5.58
N -0.52 -0.17 -3.87
C -1.73 0.03 -4.66
C 0.58 0.67 -4.32
C 1.03 -3.64 -0.90
N -3.52 -2.73 -0.04
C -4.72 -3.08 -0.78
C -3.70 -1.74 1.01
H -3.24 -6.31 0.88
H -4.40 -5.87 -0.37
H -4.15 -4.81 1.03
H -2.32 -6.21 -1.87
H -1.38 -6.50 -0.40
H -0.86 -5.27 -1.53
H -0.86 -4.67 1.76
H 0.99 -6.31 1.97
H 2.81 -6.32 0.30
H 3.91 -5.39 -1.56
H 4.13 -3.65 -3.29
H 2.40 -1.89 -3.48
H -1.34 -3.55 -2.57
H -0.11 -4.44 -3.50
H -1.73 -4.18 -4.18
H 0.06 -1.55 -5.91
H -1.43 -2.52 -6.06
H 0.15 -3.31 -5.89
H -1.55 -0.07 -5.73
H -2.10 1.03 -4.47
H -2.50 -0.68 -4.36
H 0.40 1.72 -4.08
H 0.68 0.59 -5.41
H 1.51 0.36 -3.86
H -4.49 -3.78 -1.57
H -5.13 -2.17 -1.23
H -5.50 -3.51 -0.14
H -3.94 -2.23 1.97
H -4.55 -1.11 0.75
H -2.83 -1.11 1.11
C 2.66 -2.40 1.49
N 2.38 -1.03 1.00
C 3.62 -0.61 0.31
C 2.18 -0.12 2.15
C 1.14 -0.65 3.11
N -0.20 -0.83 2.48
C -0.99 0.39 2.77
C -0.85 -1.97 3.15
H 3.38 -2.36 2.32
H 3.12 -2.96 0.68
H 1.77 -2.92 1.81
H 4.48 -0.90 0.92
H 3.64 0.47 0.18
H 3.69 -1.09 -0.66
H 1.90 0.86 1.76
H 3.12 0.01 2.70
H 1.06 0.03 3.96
H 1.46 -1.61 3.51
H -1.04 0.54 3.86
H -1.99 0.31 2.38
H -0.52 1.25 2.31
H -0.97 -1.76 4.21
H -0.23 -2.86 3.03
H -1.82 -2.16 2.71
I 1.58 1.65 -1.21
C 2.66 3.48 -1.23
C 3.52 3.48 -2.29
C 4.30 4.61 -2.61
C 4.19 5.72 -1.84
C 3.32 5.74 -0.72
C 3.29 6.93 0.05
C 2.52 7.02 1.17
C 1.76 5.91 1.55
C 1.72 4.74 0.83
P 0.72 3.41 1.60
C 1.68 3.21 3.15
C 3.06 3.08 3.02
C 3.86 2.76 4.10
C 3.30 2.55 5.35
C 1.93 2.68 5.50
C 1.12 3.00 4.41
C -0.84 4.29 1.98
C -1.30 5.28 1.11
C -2.56 5.85 1.26
C -3.39 5.43 2.29
C -2.96 4.44 3.15
C -1.71 3.86 2.99
C 2.52 4.61 -0.36
H 3.60 2.61 -2.92
H 4.97 4.57 -3.46
H 4.76 6.61 -2.06
H 3.91 7.76 -0.27
H 2.50 7.92 1.76
H 1.17 5.98 2.45
H 3.53 3.24 2.05
H 4.94 2.67 3.97
H 3.92 2.31 6.20
H 1.47 2.55 6.48
H 0.06 3.11 4.58
H -0.66 5.64 0.31
H -2.88 6.62 0.57
H -4.36 5.88 2.42
H -3.60 4.10 3.96
H -1.43 3.06 3.66
C -3.26 1.87 0.42
C -2.47 1.26 -0.73
C -1.84 2.38 -1.54
C -3.36 0.39 -1.62
O -1.42 0.42 -0.19
H -4.07 2.48 0.02
H -2.62 2.51 1.02
H -3.71 1.11 1.05
H -2.62 3.03 -1.92
H -1.28 1.97 -2.39
H -1.17 2.97 -0.93
H -3.83 1.00 -2.40
H -4.16 -0.09 -1.06
H -2.76 -0.39 -2.11
*
```

As for the energy relative to the best compared isomer or geometry (same formula, charge and spin): 25.8 kJ/mol. Its electronic energy is -107125.790 eV. The HOMO-LUMO gap is 7.20 eV.

These are the Löwdin partial charges, in e, on atoms 1 to 99:
1. Sc 0.90
2. C -0.03
3. N -0.12
4. C -0.03
5. C -0.34
6. N 0.08
7. C -0.28
8. C -0.06
9. C -0.04
10. C -0.01
11. C -0.18
12. C -0.02
13. C -0.04
14. C -0.02
15. C -0.24
16. N 0.04
17. C -0.37
18. N -0.11
19. C -0.02
20. C -0.01
21. N -0.14
22. C -0.06
23. C -0.10
24. C -0.09
25. N -0.13
26. C -0.04
27. C -0.04
28. H 0.10
29. H 0.10
30. H 0.09
31. H 0.11
32. H 0.10
33. H 0.06
34. H 0.13
35. H 0.12
36. H 0.13
37. H 0.13
38. H 0.12
39. H 0.12
40. H 0.07
41. H 0.11
42. H 0.11
43. H 0.09
44. H 0.10
45. H 0.11
46. H 0.09
47. H 0.09
48. H 0.10
49. H 0.07
50. H 0.09
51. H 0.04
52. H 0.10
53. H 0.09
54. H 0.10
55. H 0.11
56. H 0.09
57. H 0.04
58. C -0.07
59. N -0.27
60. C -0.13
61. C -0.21
62. C -0.17
63. N -0.26
64. C -0.09
65. C -0.06
66. H 0.12
67. H 0.09
68. H 0.07
69. H 0.10
70. H 0.02
71. H 0.08
72. H 0.05
73. H 0.14
74. H 0.13
75. H 0.12
76. H 0.11
77. H 0.07
78. H 0.03
79. H 0.11
80. H 0.07
81. H 0.06
82. I 1.26
83. C -0.50
84. C -0.18
85. C -0.06
86. C -0.02
87. C -0.15
88. C -0.01
89. C -0.04
90. C -0.09
91. C -0.33
92. P 1.05
93. C -0.36
94. C -0.11
95. C -0.07
96. C -0.07
97. C -0.07
98. C -0.10
99. C -0.37

***

no.,lowest unoccupied orbital energy (eV),F_max (eV Å⁻¹),highest occupied orbital energy (eV)
1,0.524,0.66,-7.9505
2,0.412,4.00,-9.2914
3,-4.534,0.80,-11.7333